(1)
The following is a DFT calculation (ωB97M-V/def2-TZVPD) of C16H17N3S in the gas phase.

Values from the calculation:
Orbital gap ... 8.243 eV
SMILES string ... C=CCNc1nc(-c2c[nH]c3c(CC)cccc23)cs1
Total charge ... 0
Energy above the lowest of the compared OMol25 structures with the same formula, charge and spin ... 2.707 eV
E_HOMO ... -7.458 eV

Geometry (Å):
C1 -6.33 -2.64 -2.58
C2 -4.92 -2.91 -2.53
C3 -3.87 -2.43 -3.47
N1 -2.73 -2.19 -2.66
C4 -2.57 -1.14 -1.71
N2 -1.31 -1.04 -1.33
C5 -1.09 0.05 -0.48
C6 0.31 0.31 -0.12
C7 1.37 0.19 -0.97
N3 2.50 0.78 -0.42
C8 2.35 1.23 0.87
C9 3.13 1.74 1.94
C10 4.56 2.09 1.79
C11 5.37 0.83 2.33
C12 2.49 2.04 3.19
C13 1.10 1.81 3.30
C14 0.36 1.33 2.22
C15 0.98 0.94 1.05
C16 -2.21 0.61 -0.03
S1 -3.66 0.03 -0.92
H1 -6.77 -1.93 -3.23
H2 -7.13 -3.17 -2.02
H3 -4.57 -3.61 -1.72
H4 -4.18 -1.50 -3.95
H5 -3.64 -3.22 -4.24
H6 -1.80 -2.49 -3.01
H7 1.34 -0.25 -2.02
H8 3.33 0.97 -0.98
H9 5.04 2.99 2.18
H10 4.62 2.24 0.72
H11 6.44 1.03 2.19
H12 5.39 0.68 3.43
H13 5.19 -0.16 1.91
H14 3.15 2.48 4.00
H15 0.65 1.84 4.30
H16 -0.65 1.05 2.32
H17 -2.26 1.46 0.67

These are the Löwdin partial charges, in e, on atoms 1 to 6: number 1, C, carries 0.03; number 2, C, carries -0.16; number 3, C, carries -0.26; number 4, N, carries -0.05; number 5, C, carries -0.57; number 6, N, carries 0.06

***

(2)
The following is a DFT calculation (ωB97M-V/def2-TZVPD) of 9 unconnected molecules or ions with the total composition H18O9.

Values from the calculation:
Orbital gap ... 10.387 eV
SMILES string ... O.O.O.O.O.O.O.O.O
Total charge ... 0
Energy above the lowest of the compared OMol25 structures with the same formula, charge and spin ... 2.288 eV
E_HOMO ... -10.802 eV

Geometry (Å):
O1 3.35 20.07 -2.76
H1 2.93 20.18 -3.62
H2 3.28 20.94 -2.35
O2 2.25 17.45 -3.53
H3 2.63 18.23 -3.10
H4 2.39 17.57 -4.47
O3 2.35 19.69 0.35
H5 2.71 20.47 0.81
H6 2.74 19.73 -0.54
O4 -0.76 20.45 -0.38
H7 -1.23 21.17 0.04
H8 0.11 20.81 -0.59
O5 2.15 22.32 4.28
H9 2.53 21.78 3.56
H10 2.00 23.19 3.89
O6 3.76 21.11 2.38
H11 4.37 20.37 2.50
H12 4.29 21.81 1.97
O7 5.14 17.76 -0.31
H13 4.18 17.63 -0.31
H14 5.46 17.15 -0.98
O8 0.63 18.54 2.25
H15 1.49 18.69 2.66
H16 0.69 19.00 1.39
O9 2.37 16.94 -0.35
H17 1.74 16.61 -1.00
H18 1.91 17.66 0.10

These are the Löwdin partial charges, in e, on atoms 1 to 6: number 1, O, carries -0.04; number 2, H, carries 0.06; number 3, H, carries 0.05; number 4, O, carries -0.05; number 5, H, carries -0.01; number 6, H, carries 0.04

***

(3)
The following is a DFT calculation (ωB97M-V/def2-TZVPD) of H3N3O4S in the gas phase.

Values from the calculation:
Orbital gap ... 9.583 eV
SMILES string ... [H]/N=N/N(OO)OOS
Total charge ... 0
Energy above the lowest of the compared OMol25 structures with the same formula, charge and spin ... 7.024 eV
E_HOMO ... -9.655 eV

Geometry (Å):
H1 1.89 -1.84 1.57
N1 1.22 -1.56 0.87
N2 1.52 -0.56 0.16
N3 0.77 -0.19 -0.82
O1 1.02 0.95 -1.45
O2 0.56 2.01 -0.66
O3 -0.65 -0.70 -1.13
O4 -1.62 -0.89 -0.13
S1 -2.27 0.52 0.53
H2 -0.41 2.07 -0.84
H3 -2.03 0.19 1.91

These are the Löwdin partial charges, in e, on atoms 1 to 6: number 1, H, carries 0.04; number 2, N, carries 0.09; number 3, N, carries -0.01; number 4, N, carries -0.17; number 5, O, carries -0.05; number 6, O, carries -0.02

***

(4)
The following is a DFT calculation (ωB97M-V/def2-TZVPD) of a molecular structure, C8H10HoN2S.

Values from the calculation:
Orbital gap (alpha / beta) ... 6.524 / 6.507 eV
Multiplicity ... 5
Total charge ... -1
E_HOMO (alpha / beta) ... -3.396 / -3.381 eV

Geometry (Å):
C1 -0.43 1.11 -1.88
C2 0.98 1.30 -1.67
C3 1.16 2.16 -0.53
C4 -0.15 2.52 -0.05
C5 -1.13 1.86 -0.87
Ho1 0.11 0.01 0.40
N1 -1.44 -1.46 0.17
C6 -0.37 -2.41 -0.28
C7 1.06 -1.95 -0.50
H1 2.12 2.36 -0.02
H2 1.78 0.77 -2.22
H3 -0.37 3.06 0.90
H4 -2.22 1.89 -0.74
H5 -0.90 0.49 -2.66
H6 1.40 -1.83 -1.53
H7 -0.30 -3.22 0.47
H8 -2.43 -1.77 0.25
H9 1.81 -2.14 0.29
H10 -0.73 -2.79 -1.24
S1 -0.01 -0.01 5.36
C8 0.01 0.01 3.78
N2 0.06 0.06 2.57

These are the Löwdin partial charges, in e, on atoms 1 to 6: number 1, C, carries -0.22; number 2, C, carries -0.24; number 3, C, carries -0.25; number 4, C, carries -0.25; number 5, C, carries -0.24; number 6, Ho, carries 1.32

***

(5)
The following is a DFT calculation (ωB97M-V/def2-TZVPD) of a molecular structure, C24H33N4PRuS.

Values from the calculation:
Orbital gap (alpha / beta) ... 7.704 / 7.055 eV
Multiplicity ... 2
Total charge ... +1
Energy above the lowest of the compared OMol25 structures with the same formula, charge and spin ... 0.497 eV
E_HOMO (alpha / beta) ... -10.987 / -10.926 eV

Geometry (Å):
Ru1 0.26 0.61 0.32
S1 0.59 1.21 2.62
C1 2.22 1.18 2.03
C2 3.41 1.30 2.75
C3 4.59 1.15 2.06
C4 4.58 0.87 0.69
C5 3.38 0.75 0.04
N1 2.22 0.93 0.70
H1 3.38 1.49 3.81
H2 5.54 1.24 2.58
H3 5.50 0.73 0.13
H4 3.31 0.52 -1.01
C6 2.15 2.86 -4.54
C7 1.57 1.75 -3.74
C8 1.09 0.51 -4.10
C9 0.72 -0.13 -2.90
N2 0.93 0.69 -1.86
N3 1.45 1.81 -2.40
C10 0.20 -1.51 -2.72
H5 2.04 2.64 -5.60
H6 3.21 3.00 -4.33
H7 1.63 3.80 -4.34
H8 1.04 0.10 -5.10
H9 1.76 2.55 -1.79
H10 -0.52 -1.77 -3.49
H11 -0.28 -1.62 -1.76
H12 1.01 -2.23 -2.78
C11 -2.24 -2.74 -0.88
C12 -2.19 -2.35 0.59
P1 -0.68 -1.50 1.19
C13 -0.95 -1.59 3.00
C14 -2.08 -0.73 3.57
C15 0.58 -2.84 0.97
C16 2.04 -2.42 1.09
H13 -3.17 -3.27 -1.10
H14 -1.42 -3.40 -1.16
H15 -2.20 -1.87 -1.54
H16 -2.27 -3.24 1.21
H17 -3.05 -1.72 0.86
H18 0.00 -1.33 3.46
H19 -1.15 -2.64 3.21
H20 -1.91 0.33 3.40
H21 -2.15 -0.89 4.65
H22 -3.05 -1.00 3.14
H23 0.40 -3.30 0.00
H24 0.33 -3.59 1.72
H25 2.29 -1.65 0.37
H26 2.70 -3.28 0.89
H27 2.28 -2.04 2.08
C17 -0.24 2.72 0.15
C18 -1.51 2.08 0.24
C19 -1.94 1.27 -0.84
C20 -3.20 0.66 -0.80
C21 -3.98 0.75 0.33
C22 -3.52 1.48 1.45
C23 -2.32 2.12 1.41
C24 -5.25 0.07 0.38
N4 -6.23 -0.52 0.43
H28 0.10 3.32 0.98
H29 0.11 2.97 -0.84
H30 -1.40 1.31 -1.77
H31 -3.58 0.14 -1.67
H32 -4.15 1.54 2.33
H33 -1.98 2.71 2.25

These are the Löwdin partial charges, in e, on atoms 1 to 6: number 1, Ru, carries 0.86; number 2, S, carries 0.74; number 3, C, carries -0.69; number 4, C, carries -0.06; number 5, C, carries -0.04; number 6, C, carries -0.05

***

(6)
The following is a DFT calculation (ωB97M-V/def2-TZVPD) of a molecular structure, C6H13LaMgO5.

Values from the calculation:
Orbital gap (alpha / beta) ... 6.881 / 8.192 eV
Multiplicity ... 2
Total charge ... +3
Energy above the lowest of the compared OMol25 structures with the same formula, charge and spin ... 0.000 eV
E_HOMO (alpha / beta) ... -18.373 / -20.781 eV

Geometry (Å):
O1 1.19 0.00 -0.40
C1 2.49 -0.26 0.04
C2 2.54 -1.56 0.83
O2 1.80 -2.55 0.09
C3 1.82 -3.84 0.68
La1 -0.02 -1.59 -1.21
H1 2.86 0.54 0.70
H2 3.19 -0.33 -0.81
H3 2.07 -1.45 1.82
H4 3.57 -1.91 0.96
H5 1.20 -4.50 0.06
H6 2.85 -4.22 0.71
H7 1.41 -3.80 1.70
O3 -1.90 -0.13 0.24
C4 -1.27 0.71 0.92
O4 -1.58 1.97 0.98
C5 -2.75 2.46 0.32
O5 -2.75 2.15 -1.04
C6 -1.84 2.92 -1.85
Mg1 -3.06 0.15 -1.52
H8 -0.55 0.39 1.68
H9 -2.73 3.54 0.48
H10 -3.63 2.00 0.78
H11 -2.06 2.67 -2.89
H12 -2.04 3.99 -1.68
H13 -0.81 2.65 -1.60

These are the Löwdin partial charges, in e, on atoms 1 to 6: number 1, O, carries -0.48; number 2, C, carries -0.26; number 3, C, carries -0.15; number 4, O, carries -0.42; number 5, C, carries -0.03; number 6, La, carries 2.17

***

Q: Which value of total charge does entry 6 give?
A: +3

***

Q: total charge of number 1 (C16H17N3S)?
A: 0